A single C5H10O molecule, computed with ωB97M-V with the def2-TZVPD basis set.

Its total charge is 0. Its energy above the lowest of the compared OMol25 structures with the same formula, charge and spin is 3.6697 eV. Its HOMO-LUMO gap is 8.69 eV.

Last column: Löwdin charge in e.
Positions of all 16 atoms, in Å:
C: 1.6537 -0.6405 0.9196  -0.0667
C: -0.1193 1.2526 -0.5771  -0.0010
C: -1.2095 2.0114 -1.2077  -0.1634
C: -0.4019 -0.1955 -0.5032  -0.2291
C: 0.1637 -0.8852 0.7381  -0.4741
O: -0.1396 -2.2648 0.5927  -0.0485
H: 2.0001 -1.0273 1.8855  0.0772
H: 2.2124 -1.1443 0.1227  0.0866
H: 1.8619 0.4314 0.8717  0.0625
H: -1.9527 1.4712 -1.8175  0.0748
H: -0.8952 2.9465 -1.6807  0.0666
H: -1.7236 2.3170 -0.2723  0.1078
H: -1.4455 -0.5164 -0.6734  0.1198
H: 0.1721 -0.5572 -1.3826  0.1546
H: -0.3754 -0.4783 1.6106  0.1410
H: 0.1988 -2.7207 1.3734  0.0917